Here is the molecule C6H12BrClSi at a distorted geometry from OMol25. Energies are from ωB97M-V/def2-TZVPD.

Structure (ORCA input):
```
! wB97M-V def2-TZVPD RIJCOSX def2/J DEFGRID3
* xyz 0 1
C 1.49191 -0.15360 -0.25894
C 2.17776 0.99261 0.60720
C 0.61584 0.40354 -1.35636
C 1.16921 1.60408 1.51270
C -0.70732 -0.29386 -1.49403
C -2.21689 -1.61409 1.03231
Si -1.70000 0.02168 0.09526
Cl -1.91441 -3.21367 0.11855
Br -3.53288 1.00954 -0.63831
H 2.11604 -1.00700 -0.65610
H 1.02780 -0.70244 0.59799
H 3.03397 0.56139 1.26014
H 2.60519 1.86488 0.06999
H 0.32881 1.49285 -1.11725
H 0.99908 0.18587 -2.37760
H 0.43532 1.04111 1.94754
H 0.96449 2.67900 1.53153
H -1.17346 0.01579 -2.33293
H -0.48813 -1.38612 -1.65757
H -1.90373 -1.92558 2.01436
H -3.32861 -1.57597 1.10150
*
```

Output
ΔE to the lowest compared entry with this formula, charge and spin (kcal per mole): 83.7
HOMO-LUMO gap (alpha / beta) (hartree): 0.26166 / 0.29163
Maximum force (eV/Å): 4.4
HOMO energy (alpha / beta) (eV): -8.4 / -8.0
LUMO (alpha / beta) (eV): -1.3 / 0.0

The net atomic charges from Mulliken, expressed in e, are: atom 1 (C): -0.545, atom 2 (C): -0.365, atom 3 (C): -0.461, atom 4 (C): -1.104, atom 5 (C): -0.836, atom 6 (C): -0.598, atom 7 (Si): 0.255, atom 8 (Cl): -0.218, atom 9 (Br): -0.304, atom 10 (H): 0.403, atom 11 (H): 0.193, atom 12 (H): 0.283, atom 13 (H): 0.288, atom 14 (H): 0.219, atom 15 (H): 0.327, atom 16 (H): 0.570, atom 17 (H): 0.290, atom 18 (H): 0.573, atom 19 (H): 0.330, atom 20 (H): 0.387, atom 21 (H): 0.312

***

Here is a structure of composition C6H12BrCoO6 at a distorted geometry from OMol25. Energies are from ωB97M-V/def2-TZVPD.

Structure (ORCA input):
```
! wB97M-V def2-TZVPD RIJCOSX def2/J DEFGRID3
* xyz 1 4
Co 0.11685 -1.67885 2.29374
Br 0.70094 -3.62551 0.78012
C -3.63449 1.39457 0.03380
O -2.80581 0.54816 0.86799
C -2.18220 -0.47451 0.37356
O -1.48871 -1.19511 1.05682
O -2.39859 -0.64382 -0.90131
C -2.00731 -1.87092 -1.53853
H -4.53665 0.83102 -0.20883
H -3.05911 1.61271 -0.85935
H -3.96993 2.26004 0.59214
H -1.12134 -2.26768 -1.04670
H -1.83091 -1.66801 -2.58950
H -2.82713 -2.58459 -1.47329
C 2.45913 2.82200 0.50440
O 1.73630 1.76381 1.15533
C 1.91646 0.53311 0.80042
O 1.27019 -0.35647 1.29876
O 2.88454 0.35822 -0.04684
C 3.14064 -0.98503 -0.47073
H 3.42291 2.93583 1.00429
H 1.87893 3.73054 0.61335
H 2.66253 2.58670 -0.53708
H 3.70622 -0.94237 -1.39555
H 2.20655 -1.54080 -0.54424
H 3.75998 -1.54306 0.23724
*
```

Output
ΔE to the lowest compared entry with this formula, charge and spin (kcal per mole): 0.0
HOMO-LUMO gap (alpha / beta) (hartree): 0.29932 / 0.28198
Maximum force (eV/Å): 3.0
HOMO energy (alpha / beta) (eV): -12.8 / -12.8
LUMO (alpha / beta) (eV): -4.7 / -5.1

The net atomic charges from Mulliken, expressed in e, are: atom 1 (Co): 0.844, atom 2 (Br): -0.385, atom 3 (C): -0.615, atom 4 (O): -0.331, atom 5 (C): 0.985, atom 6 (O): -0.491, atom 7 (O): -0.362, atom 8 (C): -0.447, atom 9 (H): 0.301, atom 10 (H): 0.309, atom 11 (H): 0.253, atom 12 (H): 0.150, atom 13 (H): 0.242, atom 14 (H): 0.292, atom 15 (C): -0.644, atom 16 (O): -0.324, atom 17 (C): 0.872, atom 18 (O): -0.380, atom 19 (O): -0.357, atom 20 (C): -0.507, atom 21 (H): 0.300, atom 22 (H): 0.262, atom 23 (H): 0.330, atom 24 (H): 0.254, atom 25 (H): 0.159, atom 26 (H): 0.290

***

Here is a cluster of 2 separate species, C6H12BrN3 in total at a distorted geometry from OMol25. Energies are from ωB97M-V/def2-TZVPD.

Structure (ORCA input):
```
! wB97M-V def2-TZVPD RIJCOSX def2/J DEFGRID3
* xyz 2 1
C -2.68811 -1.39208 -0.59315
C -2.90274 0.62990 0.83923
C -2.31877 -1.70974 -1.85543
C 0.46635 0.61156 0.55893
C 1.42796 -0.02173 -0.10289
C 2.10795 -1.30063 0.20698
N -2.80872 -0.18323 -0.00066
N -3.13994 1.60629 1.64248
N 1.95585 0.62032 -1.28180
Br -0.12946 2.38778 0.06946
H -2.87075 -2.22425 0.06684
H -1.92392 -1.07882 -2.60513
H -2.18166 -2.84611 -2.13244
H 0.07546 0.05970 1.46276
H 3.09953 -1.18093 0.17706
H 1.66891 -2.05716 -0.41912
H 1.84440 -1.53536 1.20442
H -2.66198 1.75798 2.51762
H -4.10429 1.94154 1.50770
H 1.41294 1.59006 -1.25755
H 1.58701 0.16431 -2.12536
H 2.99218 0.64568 -1.33582
*
```

Output
ΔE to the lowest compared entry with this formula, charge and spin (kcal per mole): 34.6
HOMO-LUMO gap (hartree): 0.35963
Maximum force (eV/Å): 4.4
HOMO energy (eV): -17.4
LUMO (eV): -7.6

The net atomic charges from Mulliken, expressed in e, are: atom 1 (C): 0.040, atom 2 (C): 0.412, atom 3 (C): -0.700, atom 4 (C): -0.547, atom 5 (C): 0.518, atom 6 (C): -1.351, atom 7 (N): 0.054, atom 8 (N): -0.359, atom 9 (N): -0.145, atom 10 (Br): -0.143, atom 11 (H): 0.374, atom 12 (H): 0.347, atom 13 (H): 0.261, atom 14 (H): 0.394, atom 15 (H): 0.493, atom 16 (H): 0.343, atom 17 (H): 0.396, atom 18 (H): 0.289, atom 19 (H): 0.300, atom 20 (H): 0.260, atom 21 (H): 0.367, atom 22 (H): 0.396

***

> The highest ΔE to the lowest compared entry with this formula, charge and spin belongs to which entry?

C6H12BrClSi

***

> The lowest ΔE to the lowest compared entry with this formula, charge and spin belongs to which entry?

C6H12BrCoO6

***

> Which value of maximum force does entry 1 give?

4.4 eV/Å